No. 1
CH9NOSi2 in the gas phase, computed with ωB97M-V with the def2-TZVPD basis set.

Cartesian coordinates (Å):
Si: 1.305 1.173 -1.540
Si: -0.430 -1.022 -0.367
O: -0.560 0.008 0.914
N: -0.039 0.033 -1.589
C: -0.858 -0.266 2.276
H: 2.678 0.833 -1.053
H: -1.706 -1.520 -0.708
H: 0.919 2.175 -0.545
H: -1.091 0.727 2.767
H: 0.015 -0.776 2.794
H: 1.180 1.516 -2.933
H: -1.777 -0.951 2.288
H: -0.371 -0.157 -2.483
H: 0.734 -1.773 0.179

Values from the calculation:
lowest unoccupied orbital energy: 0.919 eV
orbital gap: 10.80 eV
SMILES string: CO[SiH2]N[SiH3]
relative energy (zero: lowest compared OMol25 entry of this formula, charge and spin): 0.6950 eV

Mulliken population analysis, charges in e, atoms 1 to 6: 0.384, 0.253, -0.241, -0.104, -0.578, -0.104

***

No. 2
4 unconnected molecules or ions with the total composition CH9O3S, computed with ωB97M-V with the def2-TZVPD basis set.

Cartesian coordinates (Å):
S: 1.677 1.005 0.206
O: -0.849 0.834 -1.426
O: -3.117 0.024 0.233
O: -0.679 -0.052 1.859
C: 2.224 -0.533 -0.661
H: 3.288 -0.821 -0.529
H: 2.145 -0.446 -1.759
H: -2.416 0.545 -0.224
H: -0.178 -0.178 2.666
H: -0.130 0.569 1.294
H: 1.530 -1.267 -0.258
H: -1.020 -0.118 -1.428
H: -0.002 0.824 -0.815
H: -2.474 -0.388 0.842

Values from the calculation:
lowest unoccupied orbital energy: 3.949 eV
orbital gap: 7.41 eV
net charge: -1
relative energy (zero: lowest compared OMol25 entry of this formula, charge and spin): 0.4982 eV

Mulliken population analysis, charges in e, atoms 1 to 6: -0.669, -0.754, -0.711, -0.645, -0.653, 0.250

***

No. 3
A molecular structure, CHAgF3NO4S2, computed with ωB97M-V with the def2-TZVPD basis set.

Cartesian coordinates (Å):
Ag: -2.007 0.193 0.476
S: 1.258 0.429 0.733
S: -0.441 2.217 -0.742
F: 1.662 -2.178 0.135
F: 0.139 -1.236 -1.066
F: 2.224 -0.820 -1.441
O: 0.088 -0.031 1.543
O: 2.593 0.311 1.363
O: -4.204 -0.045 -0.025
O: -3.694 -1.436 0.117
N: 1.131 1.766 -0.023
C: 1.328 -1.039 -0.478
H: -3.804 -1.798 -0.769

Values from the calculation:
lowest unoccupied orbital energy: 6.150 eV
orbital gap: 5.68 eV
net charge: -2

Mulliken population analysis, charges in e, atoms 1 to 6: 0.551, 0.918, -0.673, -0.238, -0.215, -0.263

***

No. 4
A molecular structure, CHAlF4O, computed with ωB97M-V with the def2-TZVPD basis set.

Cartesian coordinates (Å):
Al: -1.579 0.231 -1.188
F: 0.920 1.075 0.575
F: -1.353 0.482 0.496
F: 0.970 -0.259 1.988
F: -0.006 -1.357 0.715
O: 0.014 -0.247 -1.416
C: 0.366 -0.096 0.814
H: 0.669 0.170 -1.982

Values from the calculation:
lowest unoccupied orbital energy: -15.107 eV
orbital gap: 8.77 eV
net charge: +2

Mulliken population analysis, charges in e, atoms 1 to 6: 1.163, -0.057, -0.198, -0.073, -0.076, -0.313

***

No. 5
2 unconnected molecules or ions with the total composition CHBr2FO, computed with ωB97M-V with the def2-TZVPD basis set.

Cartesian coordinates (Å):
Br: -2.732 -1.513 0.281
Br: -2.287 1.736 0.241
F: -2.384 0.025 -1.888
O: -0.168 -0.275 -0.643
C: -2.305 0.044 -0.555
H: 0.099 0.613 -0.237

Values from the calculation:
lowest unoccupied orbital energy (alpha / beta): -0.830 / -0.830 eV
orbital gap (alpha / beta): 8.95 / 8.94 eV
relative energy (zero: lowest compared OMol25 entry of this formula, charge and spin): 3.6022 eV

Partial atomic charges computed with the Mulliken method, in multiples of e: 0.087, 0.006, -0.108, -0.641, 0.383, 0.273

***

No. 6
2 unconnected molecules or ions with the total composition CHBrCl2S, computed with ωB97M-V with the def2-TZVPD basis set.

Cartesian coordinates (Å):
Br: 1.322 -1.374 0.103
Cl: 0.511 1.186 -1.298
Cl: 0.615 1.267 1.565
S: -2.030 -1.328 -0.242
C: 0.955 0.446 0.192
H: -1.374 -0.198 -0.320

Values from the calculation:
lowest unoccupied orbital energy (alpha / beta): -0.785 / -2.265 eV
orbital gap (alpha / beta): 9.16 / 6.13 eV
relative energy (zero: lowest compared OMol25 entry of this formula, charge and spin): 2.7410 eV

Partial atomic charges computed with the Mulliken method, in multiples of e: 0.028, -0.093, -0.068, -0.104, 0.134, 0.102

***

No. 7
A molecular structure, CHBrCl2S, computed with ωB97M-V with the def2-TZVPD basis set.

Cartesian coordinates (Å):
Br: 3.407 0.196 1.547
Cl: 3.105 0.058 -1.573
Cl: 1.655 2.050 -0.030
S: 0.536 -1.002 0.297
C: 2.319 0.457 -0.004
H: 1.357 -1.773 -0.472

Values from the calculation:
lowest unoccupied orbital energy: -1.271 eV
orbital gap: 8.42 eV
relative energy (zero: lowest compared OMol25 entry of this formula, charge and spin): 1.1955 eV

Partial atomic charges computed with the Mulliken method, in multiples of e: 0.055, -0.071, -0.064, -0.110, 0.015, 0.175

***

No. 8
A molecular structure, CHBrCl2S, computed with ωB97M-V with the def2-TZVPD basis set.

Cartesian coordinates (Å):
Br: -1.996 -0.857 0.690
Cl: 0.340 -1.215 -1.202
Cl: -0.968 1.351 -1.132
S: 1.083 0.611 1.308
C: -0.559 -0.066 -0.249
H: 2.101 0.176 0.585

Values from the calculation:
lowest unoccupied orbital energy: -1.203 eV
orbital gap: 8.40 eV
relative energy (zero: lowest compared OMol25 entry of this formula, charge and spin): 1.2268 eV

Partial atomic charges computed with the Mulliken method, in multiples of e: 0.036, -0.075, -0.032, -0.126, 0.051, 0.144

***

No. 9
A molecular structure, CHBrClINO3S, computed with ωB97M-V with the def2-TZVPD basis set.

Cartesian coordinates (Å):
I: -2.176 -1.081 0.927
Br: 2.308 0.379 1.264
Cl: -0.512 1.570 1.475
S: -0.322 0.253 -1.196
O: -1.599 0.755 -1.714
O: 0.092 -1.091 -1.688
O: 0.734 1.309 -1.255
N: 0.922 -0.794 1.236
C: -0.437 0.030 0.602
H: 0.991 -1.330 0.348

Values from the calculation:
lowest unoccupied orbital energy: 2.665 eV
orbital gap: 8.27 eV
net charge: -1
relative energy (zero: lowest compared OMol25 entry of this formula, charge and spin): 0.0000 eV

Mulliken population analysis, charges in e, atoms 1 to 6: 0.127, -0.011, -0.132, 1.163, -0.607, -0.647

***

No. 10
CHBrClNO in the gas phase, computed with ωB97M-V with the def2-TZVPD basis set.

Cartesian coordinates (Å):
Br: -1.593 -0.419 0.949
Cl: 0.166 1.969 0.356
O: -0.177 -1.229 -1.654
N: 0.445 -0.307 -1.115
C: 0.164 0.142 0.257
H: 0.994 -0.157 1.208

Values from the calculation:
lowest unoccupied orbital energy: -1.616 eV
orbital gap: 8.70 eV
SMILES string: O=N[C@@H](Cl)Br
relative energy (zero: lowest compared OMol25 entry of this formula, charge and spin): 3.2617 eV

Partial atomic charges computed with the Mulliken method, in multiples of e: -0.065, -0.111, -0.208, 0.038, 0.004, 0.343

***

No. 11
2 unconnected molecules or ions with the total composition CHBrClNO, computed with ωB97M-V with the def2-TZVPD basis set.

Cartesian coordinates (Å):
Br: 2.430 0.511 -0.208
Cl: -1.175 -1.995 -0.172
O: -1.517 1.927 0.180
N: -1.431 0.749 0.080
C: -1.178 -0.387 0.101
H: 2.870 -0.806 0.019

Values from the calculation:
lowest unoccupied orbital energy: 0.271 eV
orbital gap: 10.01 eV
SMILES string: [O-][N+]#CCl.Br
relative energy (zero: lowest compared OMol25 entry of this formula, charge and spin): 3.0796 eV

Partial atomic charges computed with the Mulliken method, in multiples of e: -0.208, -0.087, -0.606, 0.522, 0.178, 0.201

***

No. 12
2 unconnected molecules or ions with the total composition CHBrN2O3, computed with ωB97M-V with the def2-TZVPD basis set.

Cartesian coordinates (Å):
Br: -0.089 -2.407 1.225
O: 2.066 0.410 2.916
O: -0.600 0.737 0.066
O: 1.267 1.809 0.248
N: 0.601 0.903 -0.066
N: 1.471 -0.458 2.395
C: 0.883 -0.936 1.515
H: 1.112 0.025 -0.685

Values from the calculation:
lowest unoccupied orbital energy: -0.691 eV
orbital gap: 9.29 eV
SMILES string: [O-][N+]#CBr.O=[NH+][O-]
relative energy (zero: lowest compared OMol25 entry of this formula, charge and spin): 1.4293 eV

Mulliken population analysis, charges in e, atoms 1 to 6: 0.042, -0.569, -0.426, -0.404, 0.504, 0.605

***

No. 13
2 unconnected molecules or ions with the total composition CHBrNO2, computed with ωB97M-V with the def2-TZVPD basis set.

Cartesian coordinates (Å):
Br: -0.256 2.458 0.047
O: -0.816 -0.746 1.528
O: 0.685 -1.033 -1.333
N: -0.999 -0.811 0.313
C: 0.349 -0.409 -0.363
H: 1.038 0.541 -0.191

Values from the calculation:
lowest unoccupied orbital energy: 2.897 eV
orbital gap: 6.88 eV
net charge: -1
relative energy (zero: lowest compared OMol25 entry of this formula, charge and spin): 2.3059 eV

Partial atomic charges computed with the Mulliken method, in multiples of e: -0.834, -0.237, -0.439, 0.049, 0.174, 0.288

***

No. 14
2 unconnected molecules or ions with the total composition CHBrO, computed with ωB97M-V with the def2-TZVPD basis set.

Cartesian coordinates (Å):
Br: 1.597 -1.025 0.203
O: -0.611 1.672 0.117
C: -0.157 -0.746 -0.006
H: -0.829 0.099 -0.314

Values from the calculation:
lowest unoccupied orbital energy (alpha / beta): -2.237 / -2.159 eV
orbital gap (alpha / beta): 7.32 / 7.55 eV
relative energy (zero: lowest compared OMol25 entry of this formula, charge and spin): 8.7378 eV

Partial atomic charges computed with the Mulliken method, in multiples of e: 0.175, -0.484, -0.220, 0.530

***

No. 15
2 unconnected molecules or ions with the total composition CHCl2N2O2, computed with ωB97M-V with the def2-TZVPD basis set.

Cartesian coordinates (Å):
Cl: 0.581 -1.452 -1.969
Cl: 2.337 0.850 -1.308
O: -2.413 1.192 1.257
O: -1.284 -0.652 1.655
N: -1.455 0.389 0.978
N: -0.774 1.024 0.158
C: 1.280 -0.330 -0.827
H: 1.728 -1.019 0.057

Values from the calculation:
lowest unoccupied orbital energy (alpha / beta): 3.151 / 3.292 eV
orbital gap (alpha / beta): 7.03 / 7.57 eV
net charge: -1
relative energy (zero: lowest compared OMol25 entry of this formula, charge and spin): 4.2797 eV

Mulliken population analysis, charges in e, atoms 1 to 6: -0.167, -0.148, -0.678, -0.691, 1.027, -0.527

***

No. 16
2 unconnected molecules or ions with the total composition CHCl2NO, computed with ωB97M-V with the def2-TZVPD basis set.

Cartesian coordinates (Å):
Cl: -1.309 -0.378 -0.139
Cl: 1.304 -2.884 0.278
O: -1.284 2.068 0.602
N: 1.660 -1.547 -0.441
C: -0.679 1.231 0.038
H: 0.308 1.510 -0.338

Values from the calculation:
lowest unoccupied orbital energy (alpha / beta): -1.181 / -1.183 eV
orbital gap (alpha / beta): 8.70 / 8.66 eV
relative energy (zero: lowest compared OMol25 entry of this formula, charge and spin): 2.0121 eV

Partial atomic charges computed with the Mulliken method, in multiples of e: -0.123, 0.149, -0.333, -0.145, 0.117, 0.334

***

No. 17
2 unconnected molecules or ions with the total composition CHCl2OPS, computed with ωB97M-V with the def2-TZVPD basis set.

Cartesian coordinates (Å):
Cl: -0.798 -1.715 0.037
Cl: 2.828 -0.107 0.835
S: -0.420 0.918 -1.271
P: 1.279 1.320 1.107
O: 0.451 0.689 2.131
C: -1.284 -0.468 -1.040
H: -2.055 -0.638 -1.799

Values from the calculation:
lowest unoccupied orbital energy (alpha / beta): -1.494 / -1.495 eV
orbital gap (alpha / beta): 8.18 / 8.18 eV
SMILES string: O=PCl.S=CCl
relative energy (zero: lowest compared OMol25 entry of this formula, charge and spin): 1.2841 eV

Mulliken population analysis, charges in e, atoms 1 to 6: -0.034, -0.248, -0.179, 0.506, -0.371, -0.023

***

No. 18
A molecular structure, CHCl3O2P, computed with ωB97M-V with the def2-TZVPD basis set.

Cartesian coordinates (Å):
Cl: -2.610 -0.388 2.157
Cl: 0.042 -0.164 2.526
Cl: -1.672 2.087 3.069
P: -0.932 1.283 0.229
O: -0.644 -0.272 -0.260
O: 0.416 1.870 0.484
C: -1.329 0.746 1.982
H: 0.195 -0.383 -0.686

Values from the calculation:
lowest unoccupied orbital energy: 3.460 eV
orbital gap: 6.92 eV
net charge: -1
relative energy (zero: lowest compared OMol25 entry of this formula, charge and spin): 0.2963 eV

Mulliken population analysis, charges in e, atoms 1 to 6: -0.211, -0.174, -0.203, -0.019, -0.400, -0.590

***

No. 19
2 unconnected molecules or ions with the total composition CHClF2O2S, computed with ωB97M-V with the def2-TZVPD basis set.

Cartesian coordinates (Å):
Cl: 2.877 0.766 -0.439
S: 1.324 -0.648 0.001
F: -1.691 0.797 1.322
F: -1.489 1.607 -0.691
O: 1.626 -1.267 1.261
O: 1.189 -1.501 -1.151
C: -1.618 0.526 0.043
H: -2.219 -0.281 -0.347

Values from the calculation:
lowest unoccupied orbital energy (alpha / beta): -0.830 / -3.400 eV
orbital gap (alpha / beta): 9.71 / 6.08 eV
relative energy (zero: lowest compared OMol25 entry of this formula, charge and spin): 2.9202 eV

Mulliken population analysis, charges in e, atoms 1 to 6: -0.166, 0.791, -0.146, -0.149, -0.393, -0.390

***

No. 20
CHClF2O3S in the gas phase, computed with ωB97M-V with the def2-TZVPD basis set.

Cartesian coordinates (Å):
Cl: 2.549 1.934 1.065
S: 2.038 -0.035 -0.887
F: -0.392 1.154 -0.755
F: -0.213 -0.966 -1.132
O: 2.403 1.497 -0.567
O: 2.144 -0.168 -2.298
O: 2.550 -0.912 0.041
C: 0.307 -0.025 -0.356
H: -0.066 -0.200 0.674

Values from the calculation:
lowest unoccupied orbital energy: -1.245 eV
orbital gap: 10.76 eV
SMILES string: O=S(=O)(OCl)C(F)F
relative energy (zero: lowest compared OMol25 entry of this formula, charge and spin): 0.0622 eV

Mulliken population analysis, charges in e, atoms 1 to 6: 0.063, 1.196, -0.252, -0.197, -0.243, -0.530

***

| no. | electronic energy (eV) |
| --- | --- |
| 1 | -20476.4404 |
| 2 | -18162.2761 |
| 3 | -44551.3705 |
| 4 | -20542.4513 |
| 5 | -145899.4354 |
| 6 | -106972.4017 |
| 7 | -106973.9472 |
| 8 | -106973.9159 |
| 9 | -110186.8673 |
| 10 | -87151.9691 |
| 11 | -87152.1512 |
| 12 | -80210.8109 |
| 13 | -76679.6710 |
| 14 | -73134.0166 |
| 15 | -33167.7038 |
| 16 | -29631.3070 |
| 17 | -48269.5801 |
| 18 | -52006.6237 |
| 19 | -33937.2377 |
| 20 | -35984.8730 |